14
Properties=species:S:1:pos:R:3:forces:R:3 method="wB97M-V/def2-TZVPD" lumo_ev="0.2343 / 0.2349" e_homo_ev="-7.5 / -7.5" total_energy_ev=-6345.44859 gap_ev="7.76 / 7.76" relative_energy_kcal_mol=123.03
C -1.289 -0.745 0.364 0.0 -0.1 -0.2
C -0.559 0.957 1.473 0.4 0.2 -0.1
C 0.588 0.306 -0.753 0.1 -0.2 -0.3
C 0.512 1.255 0.893 -0.3 0.0 0.4
C 1.435 -0.780 -0.901 0.1 0.0 0.0
C -0.774 -0.249 -0.800 -0.2 0.0 0.2
H -1.368 -0.105 -1.697 0.1 0.0 0.1
H 0.783 1.146 -1.423 0.0 -0.1 0.1
H -2.330 -1.060 0.420 0.2 0.1 0.0
H -0.629 -1.233 1.080 -0.1 0.1 -0.1
H 1.367 1.904 0.991 -0.1 -0.1 0.0
H 2.369 -0.726 -1.459 -0.1 0.0 0.1
H 1.206 -1.726 -0.422 0.0 0.2 -0.1
H -1.310 1.057 2.233 0.1 0.0 -0.1

---

21
Properties=species:S:1:pos:R:3:forces:R:3 method="wB97M-V/def2-TZVPD" lumo_ev="-0.2135 / -0.2481" e_homo_ev="-8.2 / -8.6" total_energy_ev=-22633.10651 gap_ev="7.94 / 8.31" relative_energy_kcal_mol=0.00 spin_multiplicity=2
Ag 1.423 0.968 -1.226 0.5 0.2 0.4
O -0.716 1.494 -0.519 0.3 -1.4 1.0
O 5.124 -0.244 -0.010 -1.0 0.1 -0.6
O -2.341 1.901 0.931 -1.0 0.4 0.4
O 3.660 1.256 -0.839 -0.9 0.3 -0.8
O 2.933 -0.735 -0.283 -0.8 -0.5 -0.2
O -2.656 0.400 -0.642 -0.2 -0.8 -0.3
C -1.777 1.171 -0.019 0.0 2.6 -2.3
C 1.866 -2.748 0.384 0.0 -0.3 -0.3
C -3.985 0.917 -0.437 0.0 -0.4 0.3
C 3.141 -1.996 0.350 0.3 -0.1 0.1
C -3.780 1.982 0.647 0.1 -0.2 0.9
C 4.022 0.133 -0.415 1.7 -0.2 1.5
H 3.542 -1.849 1.366 0.0 0.0 -0.3
H -4.630 0.091 -0.123 0.1 0.2 -0.1
H 1.144 -2.621 -0.425 0.2 0.0 0.3
H -4.087 2.978 0.313 0.6 -0.1 0.0
H -4.284 1.805 1.604 0.0 -0.2 -0.4
H 3.914 -2.552 -0.214 -0.1 0.1 0.2
H -4.339 1.332 -1.387 0.1 -0.1 0.2
H 1.826 -3.683 0.946 0.0 0.4 -0.1

---

21
Properties=species:S:1:pos:R:3:forces:R:3 method="wB97M-V/def2-TZVPD" lumo_ev=-5.2957 e_homo_ev=-13.3 total_energy_ev=-22627.98488 gap_ev=7.99 total_charge=+1
Ag -5.479 1.351 -0.136 0.3 -0.2 0.1
O 3.139 -1.774 5.156 -0.4 0.0 0.3
O 4.730 -0.674 3.999 -0.7 0.0 0.0
O -3.924 -0.141 1.117 -0.1 0.0 -0.2
O 2.579 -0.006 4.062 -1.1 0.2 -0.4
O -2.953 1.470 -0.127 0.2 0.0 -0.1
O -1.636 -0.034 1.107 0.6 0.5 -0.1
C -3.036 0.509 0.611 -0.3 0.1 0.4
C -0.761 0.801 1.461 -1.4 -0.3 1.4
C 0.561 0.372 1.901 -0.5 0.5 -2.0
C 3.586 -0.803 4.368 1.7 -0.2 -0.1
C 1.389 1.433 2.608 -0.2 0.2 0.2
C 2.763 0.917 2.979 0.5 0.1 0.2
H 0.532 -0.599 2.408 0.2 0.0 -0.6
H 1.502 2.328 1.982 0.0 -0.2 0.1
H 3.244 0.399 2.139 0.0 0.2 0.2
H 0.854 1.731 3.523 0.3 0.0 -0.2
H 3.413 1.737 3.309 -0.1 -0.2 -0.1
H 0.831 0.330 0.756 0.7 -0.6 1.5
H 3.893 -2.267 5.505 0.1 0.0 -0.2
H -1.059 1.860 1.526 0.2 -0.1 -0.6

---

18
Properties=species:S:1:pos:R:3:forces:R:3 method="wB97M-V/def2-TZVPD" lumo_ev=0.0713 e_homo_ev=-8.5 total_energy_ev=-80049.91373 gap_ev=8.58 relative_energy_kcal_mol=0.00
Br 3.099 0.394 -0.251 -0.3 -0.1 0.2
N 0.208 -1.872 -0.537 0.0 -0.5 -0.4
N 0.320 0.055 0.599 -1.9 5.5 0.6
C -1.248 2.230 0.057 0.1 0.6 0.3
C 1.521 -0.513 0.863 1.0 -0.3 0.0
C 1.354 -1.953 0.350 0.2 -0.3 0.2
C -1.997 1.316 -0.785 -0.1 -0.7 -0.3
C -1.672 0.034 -1.029 -0.1 0.1 0.0
C -0.170 1.994 0.763 0.9 -5.1 -0.7
B -0.434 -0.632 -0.385 -0.1 0.1 0.0
H 2.243 -2.332 -0.160 -0.1 0.1 0.2
H -2.301 -0.518 -1.715 -0.1 0.0 0.0
H 0.527 2.488 1.393 0.3 0.2 0.3
H -1.626 3.251 0.090 0.1 0.0 0.1
H 1.932 -0.406 1.865 0.0 0.0 -0.2
H -2.870 1.755 -1.255 0.0 0.0 0.0
H -0.029 -2.684 -1.075 -0.1 0.1 -0.1
H 1.143 -2.605 1.212 0.0 0.1 -0.1